Molecular formula: C18H8Cl2F5INO3Tb
Method: DFT, ωB97M-V/def2-TZVPD

Calculated values
<S²> = 12.68
HOMO energy (alpha / beta) = -8.368 / -8.366 eV
multiplicity = 7
ΔE to the lowest compared entry with this formula, charge and spin = 0.00 kcal/mol
orbital gap (alpha / beta) = 7.79 / 7.79 eV
E_tot = -3513.231738 Ha
M = 738.0 g mol⁻¹

```
39
Properties=species:S:1:pos:R:3:forces:R:3
Tb -0.65161 -1.18497 -1.14013 0.2 -0.6 -0.7
Cl 3.92764 -1.72373 4.09060 -0.2 0.0 -0.3
C 3.11131 -1.85697 2.54778 0.0 0.0 0.5
C 3.83236 -1.86478 1.40933 0.1 0.0 -1.0
C 3.19512 -1.97732 0.13238 1.1 0.1 1.1
I 4.38331 -1.96680 -1.54768 0.1 0.0 -0.3
C 1.84305 -2.08703 0.02332 -0.9 -0.3 -0.6
O 1.21672 -2.20638 -1.14453 0.4 -0.1 0.6
C 1.07034 -2.05806 1.24178 0.4 0.1 0.2
N -0.29227 -2.09435 1.12619 0.6 0.0 -0.4
C -1.02485 -2.07288 2.19876 -0.3 0.0 0.8
C -0.47586 -2.01456 3.50188 -0.6 0.0 -0.4
C 0.86886 -1.94345 3.64085 0.5 0.0 0.0
C 1.70657 -1.95101 2.49780 -0.6 -0.1 0.2
H 4.90888 -1.78570 1.47747 0.0 0.0 -0.2
H -2.09923 -2.09090 2.04625 0.0 0.0 0.1
H -1.12494 -2.00542 4.36578 -0.1 0.0 -0.1
H 1.31046 -1.87343 4.62601 0.1 0.0 0.0
F -2.89413 -0.84531 -1.35371 -0.5 -0.4 -0.2
C -2.58517 -1.72320 -2.62370 -0.7 0.1 0.6
F -3.55204 -1.34782 -3.46736 0.2 0.1 -0.2
C -2.98643 -3.08003 -2.03692 0.0 -0.1 -0.4
F -2.98244 -4.02140 -2.97643 0.0 0.0 0.0
F -1.96597 -3.39221 -1.15103 -0.2 -0.2 0.2
F -4.12539 -3.16788 -1.36036 0.0 0.0 0.0
Cl -0.43638 7.30879 -1.26026 0.0 0.0 0.0
C -0.37349 5.58233 -1.20468 0.0 -0.8 0.1
C -0.51417 4.93483 0.04410 0.1 1.1 -1.1
C -0.47023 3.56940 0.08468 0.1 -1.2 -1.1
C -0.28817 2.83165 -1.11462 0.0 1.5 -0.1
C -0.14274 3.50527 -2.36039 -0.1 -1.1 1.2
C -0.18641 4.86963 -2.40837 -0.2 1.1 1.0
C -0.27990 1.37218 -1.08838 0.0 -0.4 -0.1
O -0.11128 0.72119 -2.17734 0.1 0.6 0.4
O -0.48133 0.73325 0.00592 0.1 0.7 -0.2
H -0.65662 5.52673 0.93647 0.0 0.0 0.0
H -0.58351 3.04255 1.02117 0.0 -0.1 0.0
H -0.00451 2.92933 -3.26345 0.0 -0.1 0.0
H -0.08555 5.40844 -3.33918 0.0 0.0 0.0
```
Forces are in eV/Å.